No. 1
Below is a molecular structure, C4H12N4O8, with properties calculated with ωB97M-V/def2-TZVPD.

Geometry as XYZ:
```
28
Properties=species:S:1:pos:R:3:nbo_charge:R:1
C 0.936 2.905 0.970 -0.50
N 1.594 1.648 1.372 0.51
O 1.799 0.806 0.467 -0.42
O 1.772 1.433 2.569 -0.34
H 0.858 3.486 1.889 0.24
H -0.067 2.614 0.659 0.23
H 1.473 3.361 0.139 0.25
C 0.973 -3.143 -3.001 -0.48
N 0.232 -3.329 -4.293 0.53
O 0.534 -4.286 -5.045 -0.41
O -0.627 -2.481 -4.512 -0.39
H 2.043 -3.175 -3.205 0.21
H 0.552 -3.893 -2.332 0.22
H 0.672 -2.168 -2.618 0.28
C -2.287 1.751 2.724 -0.47
N -0.835 1.526 2.421 0.52
O -0.522 0.955 1.350 -0.47
O -0.083 1.978 3.298 -0.32
H -2.232 2.590 3.418 0.25
H -2.605 0.890 3.313 0.25
H -2.783 1.920 1.768 0.23
C -0.081 -0.217 0.117 -0.46
N -0.346 -1.478 -0.566 0.55
O 0.463 -1.828 -1.425 -0.44
O -1.390 -2.084 -0.246 -0.38
H 0.866 0.101 -0.320 0.29
H -0.029 -0.370 1.195 0.27
H -0.880 0.490 -0.106 0.24
```

Values from the calculation:
Gap between HOMO and LUMO in eV: 7.94
Multiplicity: 1
Energy above the lowest of the compared OMol25 structures with the same formula, charge and spin in kJ/mol: 1010.9
Lowest unoccupied orbital energy in eV: -1.5
Electronic energy in eV: -26661.4844
F_max in eV/A: 12.6
Highest occupied orbital energy in eV: -9.44


No. 2
Below is 3 unconnected molecules or ions with the total composition C4H12NO, with properties calculated with ωB97M-V/def2-TZVPD.

Geometry as XYZ:
```
18
Properties=species:S:1:pos:R:3:nbo_charge:R:1
C 1.867 1.022 -0.041 -0.67
C 0.662 0.203 0.204 -0.09
C 0.428 -1.088 0.294 -0.21
C 1.492 -2.144 0.247 -0.64
O -3.202 -0.234 -1.235 -0.96
N -1.600 1.543 0.403 -0.82
H 2.025 1.743 0.768 0.22
H 2.801 0.514 -0.267 0.22
H 1.671 1.693 -0.859 0.22
H -0.331 0.834 0.401 0.23
H -0.616 -1.376 0.218 0.22
H 2.426 -1.702 0.588 0.21
H 1.232 -2.916 0.964 0.22
H 1.671 -2.604 -0.719 0.22
H -4.114 -0.100 -1.528 0.46
H -2.980 0.593 -0.762 0.49
H -2.088 1.570 1.288 0.35
H -1.343 2.449 0.036 0.34
```

Values from the calculation:
Gap between HOMO and LUMO (spin up / spin down) in eV: 10.02 / 7.77
Multiplicity: 2
Energy above the lowest of the compared OMol25 structures with the same formula, charge and spin in kJ/mol: 174.0
Lowest unoccupied orbital energy (spin up / spin down) in eV: 1.0 / -1.2
Electronic energy in eV: -7876.7132
F_max in eV/A: 1.7
Highest occupied orbital energy (spin up / spin down) in eV: -9.06 / -9.01


No. 3
Below is 2 unconnected molecules or ions with the total composition C4H12NO, with properties calculated with ωB97M-V/def2-TZVPD.

Geometry as XYZ:
```
18
Properties=species:S:1:pos:R:3:nbo_charge:R:1
C -1.620 0.459 -0.810 -0.76
C -0.649 -0.920 1.102 -0.73
C 1.712 -1.150 -0.392 -0.46
C -0.476 -0.160 -0.199 0.52
N 0.626 -0.352 -0.858 -0.43
O 0.769 1.935 0.755 -0.95
H -2.613 -0.116 -0.828 0.32
H -2.016 1.260 -0.075 0.29
H -1.573 1.071 -1.817 0.26
H -0.003 -0.464 1.865 0.29
H -1.655 -0.863 1.576 0.26
H -0.668 -1.951 0.772 0.27
H 2.466 -0.432 -0.311 0.23
H 1.539 -1.487 0.641 0.24
H 2.132 -2.031 -0.928 0.26
H 0.405 2.186 -0.116 0.46
H 0.799 0.247 -1.608 0.42
H 0.826 2.768 1.232 0.50
```

Values from the calculation:
Charge: +1
Gap between HOMO and LUMO in eV: 11.80
Multiplicity: 1
Energy above the lowest of the compared OMol25 structures with the same formula, charge and spin in kJ/mol: 165.7
Lowest unoccupied orbital energy in eV: -4.1
Electronic energy in eV: -7872.5733
F_max in eV/A: 5.4
Highest occupied orbital energy in eV: -15.92


No. 4
Below is 2 unconnected molecules or ions with the total composition C4H12NO, with properties calculated with ωB97M-V/def2-TZVPD.

Geometry as XYZ:
```
18
Properties=species:S:1:pos:R:3:nbo_charge:R:1
C -0.716 0.029 2.177 -0.62
C -1.453 -0.454 0.942 -0.47
C -0.436 -0.463 -0.161 0.17
C 0.384 -1.413 -0.587 -0.40
N -0.495 0.807 -0.995 -0.71
H -1.356 0.442 2.930 0.24
H -0.134 -0.788 2.654 0.24
H -0.017 0.902 2.072 0.21
H -1.741 -1.490 1.153 0.26
H -2.332 0.116 0.588 0.22
H 0.199 -2.372 0.012 0.24
H 1.281 -1.416 -1.172 0.24
H -0.340 1.639 -0.432 0.45
H -1.396 0.727 -1.462 0.44
H 0.189 0.760 -1.767 0.47
H 2.793 1.438 -1.734 0.51
H 2.540 0.250 -0.674 0.50
O 2.160 0.965 -1.189 -1.00
```

Values from the calculation:
Charge: +1
Gap between HOMO and LUMO in eV: 11.42
Multiplicity: 1
Energy above the lowest of the compared OMol25 structures with the same formula, charge and spin in kJ/mol: 150.2
Lowest unoccupied orbital energy in eV: -3.3
Electronic energy in eV: -7872.7344
F_max in eV/A: 3.6
Highest occupied orbital energy in eV: -14.73


No. 5
Below is 2 unconnected molecules or ions with the total composition C4H12NO, with properties calculated with ωB97M-V/def2-TZVPD.

Geometry as XYZ:
```
18
Properties=species:S:1:pos:R:3:nbo_charge:R:1
O -2.286 -1.394 -0.739 -0.60
C -1.193 -0.550 -1.001 -0.18
C -0.396 -0.694 0.257 0.33
N 2.188 0.832 0.430 -0.74
C 2.338 1.990 -0.446 -0.43
C -0.921 -0.230 1.509 -0.77
H -2.002 -2.302 -0.550 0.49
H -1.586 0.456 -1.129 0.23
H -0.663 -0.819 -1.915 0.22
H 0.235 -1.588 0.297 0.22
H 2.976 0.198 0.343 0.38
H 1.326 0.319 0.252 0.29
H 2.414 1.748 -1.510 0.19
H 3.258 2.510 -0.175 0.23
H 1.513 2.674 -0.286 0.20
H -1.934 0.146 1.369 0.29
H -0.889 -1.022 2.258 0.29
H -0.308 0.603 1.894 0.34
```

Values from the calculation:
Charge: +1
Gap between HOMO and LUMO in eV: 6.16
Multiplicity: 1
Energy above the lowest of the compared OMol25 structures with the same formula, charge and spin in kJ/mol: 424.9
Lowest unoccupied orbital energy in eV: -7.4
Electronic energy in eV: -7869.8869
F_max in eV/A: 2.3
Highest occupied orbital energy in eV: -13.60


No. 6
Below is a gas-phase ion, C4H12NO (charge +1), with properties calculated with ωB97M-V/def2-TZVPD.

Geometry as XYZ:
```
18
Properties=species:S:1:pos:R:3:nbo_charge:R:1
C -1.295 0.793 -1.627 -0.64
C -0.665 1.206 -0.255 -0.19
N -0.681 0.010 0.913 -0.54
C 0.006 -1.193 0.306 -0.23
C 1.504 -0.833 0.334 -0.10
O 1.925 -0.158 1.510 -0.73
H -0.659 0.106 -2.165 0.22
H -1.164 1.768 -2.147 0.26
H -2.288 0.486 -1.548 0.23
H 0.343 1.555 -0.431 0.23
H -1.292 1.996 0.224 0.23
H -1.602 -0.296 1.197 0.43
H -0.073 0.280 1.749 0.47
H -0.167 -1.972 1.096 0.22
H -0.562 -1.389 -0.545 0.24
H 2.039 -1.791 0.409 0.21
H 1.807 -0.336 -0.568 0.19
H 2.823 -0.235 1.548 0.50
```

Values from the calculation:
Charge: +1
SMILES: CC[NH2+]CCO
Gap between HOMO and LUMO in eV: 12.10
Multiplicity: 1
Energy above the lowest of the compared OMol25 structures with the same formula, charge and spin in kJ/mol: 167.7
Lowest unoccupied orbital energy in eV: -3.1
Electronic energy in eV: -7872.5534
F_max in eV/A: 5.1
Highest occupied orbital energy in eV: -15.19


No. 7
Below is 2 unconnected molecules or ions with the total composition C4H12NO2, with properties calculated with ωB97M-V/def2-TZVPD.

Geometry as XYZ:
```
19
Properties=species:S:1:pos:R:3:nbo_charge:R:1
C 1.068 -1.977 0.686 -0.41
N 0.909 -0.579 1.039 -0.67
C -1.655 -0.880 0.829 -0.63
C -0.424 0.026 0.797 -0.09
C -0.342 0.836 -0.584 -0.03
O 0.934 1.120 -0.939 -0.94
H 2.031 -2.398 0.993 0.18
H 0.355 -2.620 1.211 0.16
H 0.953 -2.176 -0.393 0.16
H 1.465 -0.047 0.352 0.41
H -1.484 -1.894 1.195 0.20
H -2.098 -0.927 -0.170 0.20
H -2.440 -0.533 1.511 0.19
H -0.546 0.737 1.623 0.16
H -0.958 1.732 -0.372 0.11
H -0.783 0.119 -1.313 0.09
H 1.119 2.471 -1.700 0.51
H 0.537 3.722 -2.467 0.43
O 1.359 3.266 -2.300 -1.03
```

Values from the calculation:
Charge: -1
Gap between HOMO and LUMO in eV: 7.52
Multiplicity: 1
Energy above the lowest of the compared OMol25 structures with the same formula, charge and spin in kJ/mol: 66.8
Lowest unoccupied orbital energy in eV: 4.0
Electronic energy in eV: -9927.5313
F_max in eV/A: 1.4
Highest occupied orbital energy in eV: -3.48


No. 8
Below is 3 unconnected molecules or ions with the total composition C4H12NO2, with properties calculated with ωB97M-V/def2-TZVPD.

Geometry as XYZ:
```
19
Properties=species:S:1:pos:R:3:nbo_charge:R:1
C -0.189 -0.980 1.552 -0.69
C 0.007 0.317 0.847 0.13
C 0.419 1.442 1.442 -0.30
C -1.128 -0.342 -1.224 0.09
N -0.614 0.514 -0.418 -0.44
H 0.437 -1.043 2.441 0.25
H 0.043 -1.869 0.960 0.26
H -1.235 -1.097 1.854 0.25
H 0.136 2.430 1.118 0.22
H 1.012 1.399 2.340 0.23
H -1.965 -0.105 -1.869 0.23
H -0.911 -1.412 -1.145 0.24
H -0.427 1.451 -0.852 0.48
H 1.442 -2.738 -0.699 0.48
H 0.739 -4.071 -0.569 0.50
O 0.562 -3.121 -0.616 -0.96
H -0.117 3.515 -1.715 0.50
H 1.346 2.975 -1.837 0.51
O 0.444 2.736 -1.610 -0.97
```

Values from the calculation:
Charge: +1
Gap between HOMO and LUMO in eV: 8.70
Multiplicity: 1
Energy above the lowest of the compared OMol25 structures with the same formula, charge and spin in kJ/mol: 238.6
Lowest unoccupied orbital energy in eV: -4.9
Electronic energy in eV: -9919.7565
F_max in eV/A: 1.9
Highest occupied orbital energy in eV: -13.64


No. 9
Below is 3 unconnected molecules or ions with the total composition C4H12NO2, with properties calculated with ωB97M-V/def2-TZVPD.

Geometry as XYZ:
```
19
Properties=species:S:1:pos:R:3:nbo_charge:R:1
C 0.436 -0.991 1.918 -0.68
C 0.176 -1.018 0.421 0.19
C 0.676 -1.424 -0.803 -0.34
C -1.934 0.270 1.130 0.07
N -0.911 0.129 0.253 -0.45
H 1.009 -1.858 2.158 0.25
H 0.888 -0.072 2.319 0.26
H -0.493 -1.184 2.550 0.22
H 0.316 -0.955 -1.766 0.22
H 1.036 -2.363 -0.933 0.23
H -2.621 1.179 1.011 0.25
H -2.095 -0.565 1.925 0.25
H -0.675 0.552 -0.618 0.47
H -0.584 2.004 -2.501 0.51
H -1.339 0.608 -2.887 0.51
O -1.041 1.236 -2.196 -0.97
H 2.065 1.830 -1.281 0.47
H 3.014 1.197 -0.259 0.49
O 2.078 1.425 -0.441 -0.96
```

Values from the calculation:
Charge: +1
Gap between HOMO and LUMO in eV: 9.00
Multiplicity: 1
Energy above the lowest of the compared OMol25 structures with the same formula, charge and spin in kJ/mol: 379.5
Lowest unoccupied orbital energy in eV: -4.7
Electronic energy in eV: -9918.2963
F_max in eV/A: 5.5
Highest occupied orbital energy in eV: -13.72


No. 10
Below is 2 unconnected molecules or ions with the total composition C4H12NO2, with properties calculated with ωB97M-V/def2-TZVPD.

Geometry as XYZ:
```
19
Properties=species:S:1:pos:R:3:nbo_charge:R:1
C 0.642 -1.199 0.403 -0.21
C -0.170 -0.807 -0.818 -0.41
C -1.558 -1.398 -0.805 -0.61
N 1.894 -0.367 0.461 -0.69
H 0.100 -0.937 1.312 0.22
H 0.908 -2.253 0.446 0.23
H 0.348 -1.128 -1.733 0.22
H -0.182 0.281 -0.820 0.19
H -1.509 -2.482 -0.727 0.23
H -2.122 -1.019 0.063 0.21
H -2.159 -1.087 -1.655 0.24
H 2.551 -0.545 -0.301 0.43
H 1.719 0.659 0.497 0.48
H 2.454 -0.578 1.292 0.44
O 0.913 2.259 0.723 -0.62
C -0.181 2.611 0.367 0.67
O -1.209 2.646 1.217 -0.65
H -0.423 2.941 -0.653 0.13
H -2.016 2.403 0.731 0.50
```

Values from the calculation:
Charge: +1
Gap between HOMO and LUMO in eV: 12.09
Multiplicity: 1
Energy above the lowest of the compared OMol25 structures with the same formula, charge and spin in kJ/mol: 74.9
Lowest unoccupied orbital energy in eV: -3.2
Electronic energy in eV: -9921.4536
F_max in eV/A: 1.2
Highest occupied orbital energy in eV: -15.29


No. 11
Below is 3 unconnected molecules or ions with the total composition C4H12NO2, with properties calculated with ωB97M-V/def2-TZVPD.

Geometry as XYZ:
```
19
Properties=species:S:1:pos:R:3:nbo_charge:R:1
C -1.207 0.653 -0.834 -0.72
C -0.145 -0.360 -0.679 0.12
C -0.125 -1.614 -1.113 -0.32
C 1.382 1.311 0.340 0.10
N 1.128 0.150 -0.145 -0.41
H -1.415 1.004 0.218 0.27
H -0.861 1.629 -1.295 0.23
H -2.312 0.526 -1.359 0.29
H 0.530 -2.401 -0.740 0.23
H -0.840 -1.816 -1.863 0.24
H 2.242 1.470 0.950 0.23
H 0.654 2.169 0.201 0.24
H 1.586 -0.649 0.220 0.46
H -3.546 2.226 2.034 0.48
H -3.956 0.775 1.569 0.49
O -3.234 1.412 1.718 -0.97
H 3.078 -2.584 0.883 0.50
H 3.963 -2.009 -0.283 0.51
O 3.079 -1.893 0.177 -0.99
```

Values from the calculation:
Charge: +1
Gap between HOMO and LUMO in eV: 8.91
Multiplicity: 1
Energy above the lowest of the compared OMol25 structures with the same formula, charge and spin in kJ/mol: 303.7
Lowest unoccupied orbital energy in eV: -4.9
Electronic energy in eV: -9919.0823
F_max in eV/A: 3.7
Highest occupied orbital energy in eV: -13.85


No. 12
Below is 2 unconnected molecules or ions with the total composition C4H12NO2, with properties calculated with ωB97M-V/def2-TZVPD.

Geometry as XYZ:
```
19
Properties=species:S:1:pos:R:3:nbo_charge:R:1
O 0.750 -0.872 -2.442 -0.57
C 0.162 -0.076 -3.102 0.64
O -0.984 0.473 -2.652 -0.70
H 0.460 0.242 -4.111 0.12
H -1.339 1.099 -3.299 0.50
C -1.681 -0.816 0.962 -0.64
C -0.302 -0.395 0.508 -0.22
N 0.423 0.302 1.635 -0.49
C 1.837 0.661 1.322 -0.42
H -2.272 0.040 1.288 0.22
H -2.212 -1.279 0.134 0.26
H -1.622 -1.544 1.770 0.22
H 0.316 -1.235 0.221 0.24
H -0.326 0.304 -0.323 0.24
H 0.388 -0.288 2.466 0.43
H -0.097 1.146 1.882 0.43
H 2.387 -0.249 1.121 0.24
H 2.270 1.186 2.175 0.24
H 1.844 1.302 0.445 0.24
```

Values from the calculation:
Charge: +1
Gap between HOMO and LUMO in eV: 11.04
Multiplicity: 1
Energy above the lowest of the compared OMol25 structures with the same formula, charge and spin in kJ/mol: 76.3
Lowest unoccupied orbital energy in eV: -3.2
Electronic energy in eV: -9921.4387
F_max in eV/A: 0.4
Highest occupied orbital energy in eV: -14.24


No. 13
Below is 2 unconnected molecules or ions with the total composition C4H12NO2, with properties calculated with ωB97M-V/def2-TZVPD.

Geometry as XYZ:
```
19
Properties=species:S:1:pos:R:3:nbo_charge:R:1
C -0.846 -0.583 2.325 -0.21
C -1.195 -0.202 0.885 -0.42
C -1.377 1.320 0.864 -0.62
N -0.713 -2.064 2.327 -0.66
H 0.138 -0.228 2.644 0.23
H -1.639 -0.349 3.035 0.23
H -2.093 -0.655 0.575 0.22
H -0.360 -0.536 0.322 0.20
H -2.251 1.534 1.515 0.23
H -0.506 1.899 1.230 0.22
H -1.555 1.723 -0.178 0.24
H -1.478 -2.462 1.867 0.43
H 0.132 -2.319 1.767 0.44
H -0.598 -2.494 3.267 0.45
O 1.615 -0.360 -3.102 -0.51
C 1.381 0.364 -2.182 0.66
O 1.544 1.726 -2.050 -0.68
H 1.013 -0.068 -1.275 0.04
H 1.142 2.076 -1.194 0.49
```

Values from the calculation:
Charge: +1
Gap between HOMO and LUMO in eV: 9.44
Multiplicity: 1
Energy above the lowest of the compared OMol25 structures with the same formula, charge and spin in kJ/mol: 187.1
Lowest unoccupied orbital energy in eV: -4.1
Electronic energy in eV: -9920.2903
F_max in eV/A: 2.9
Highest occupied orbital energy in eV: -13.51